--- 1 ---
13
Properties=species:S:1:pos:R:3:nbo_charge:R:1 method="wB97M-V/def2-TZVPD" total_charge=0 smiles="C=COC(=O)C(N)=S" gap_ev=8.541
C -0.21546 0.59166 -0.07659 0.76
H -2.56710 1.31021 0.20981 0.25
H 1.68744 2.13104 -0.17585 0.42
C -2.46868 0.18135 0.07034 0.09
O -1.13895 -0.37970 0.23454 -0.48
S 1.94676 -1.34618 -0.10782 0.01
N 2.06185 1.19939 0.34006 -0.79
H -2.87261 -1.86745 0.09925 0.23
H -4.30935 -0.69471 0.15857 0.20
C -3.33676 -0.87480 -0.08428 -0.43
O -0.41934 1.76946 -0.31695 -0.59
H 3.13624 1.16866 0.13549 0.40
C 1.32264 0.09799 0.01999 -0.06

=====

--- 2 ---
13
Properties=species:S:1:pos:R:3:nbo_charge:R:1 method="wB97M-V/def2-TZVPD" total_charge=0 gap_ev="7.095 / 8.511"
H -1.42726 -2.32029 -1.39496 0.21
S 1.45422 1.37004 -1.09937 1.05
O 0.86806 1.59842 -2.41475 -0.80
C 0.52442 -0.78600 0.64521 -0.30
H -0.71247 -2.46206 1.27643 0.24
H 1.08460 -0.40272 1.58063 0.23
C -0.73526 -1.73347 -0.84699 0.10
C 0.68527 -0.14394 -0.52697 0.00
H 0.14252 2.24459 1.82394 0.29
C -0.38451 -1.79289 0.41747 -0.31
N -0.20515 2.68159 0.97298 -0.62
H -1.20182 2.46837 1.00519 0.30
O -0.09260 -0.72165 -1.43881 -0.38

=====

So which one wins? Going from most stable to least: 1, 2.

=====

--- 1 ---
18
Properties=species:S:1:pos:R:3:nbo_charge:R:1 method="wB97M-V/def2-TZVPD" total_charge=0 smiles=CNCCN.O gap_ev=9.657
H 0.59453 -0.06897 2.27939 0.20
H -2.08578 0.21555 -0.91978 0.19
N -1.14313 -0.41736 1.20576 -0.65
H -2.04616 -0.84920 1.26031 0.36
H 2.07672 0.28372 -1.08776 0.48
H -0.88702 1.87440 -1.97805 0.36
N -0.34080 1.19430 -1.46467 -0.85
O 3.00252 0.56556 -0.93702 -0.94
C -1.08506 -0.06136 -1.24598 -0.23
H 3.30584 0.03961 -0.18889 0.46
H -0.92093 -0.69513 -2.11682 0.20
H -0.69337 -1.88544 -0.18895 0.17
H 0.58247 -0.80866 0.06380 0.18
H -0.25733 -1.53053 2.77113 0.16
C -0.39115 -0.48700 2.45613 -0.40
H -0.19938 1.65040 -0.56343 0.36
H -1.00982 -0.03249 3.22534 0.20
C -0.51016 -0.80830 -0.03846 -0.23

=====

--- 2 ---
18
Properties=species:S:1:pos:R:3:nbo_charge:R:1 method="wB97M-V/def2-TZVPD" total_charge=0 smiles=NCCCN.O gap_ev=10.019
N 0.47921 1.87130 1.04409 -0.85
H -0.56498 0.03540 2.07620 0.48
H -0.25717 -0.65649 -2.49630 0.18
H -0.32520 -1.08905 2.99520 0.46
H 0.89357 -2.37981 -0.71742 0.35
H -0.64325 -2.81675 -0.83375 0.36
H -1.39639 -0.86962 -1.18530 0.18
H -0.05723 2.65289 1.41312 0.36
C 0.55514 0.05884 -0.60117 -0.43
C -0.33330 -0.86725 -1.42763 -0.22
H 1.39445 2.27096 0.87019 0.36
H -1.15314 1.42469 -0.19585 0.19
H 0.75038 -0.44257 0.34325 0.20
H 1.45374 0.20447 -1.19706 0.20
O -1.05327 -0.62906 2.57705 -0.95
H 0.23885 2.09052 -1.09224 0.17
C -0.07027 1.44013 -0.27024 -0.22
N 0.08885 -2.29860 -1.30213 -0.84

=====

--- 3 ---
18
Properties=species:S:1:pos:R:3:nbo_charge:R:1 method="wB97M-V/def2-TZVPD" total_charge=0 smiles=CCNCN.O gap_ev=10.154
H 2.18752 1.45109 0.55596 0.34
H -0.13284 -1.55246 -1.49422 0.16
C -0.58120 -1.09145 -0.50704 -0.20
H 1.47431 0.97469 -1.74940 0.18
H -0.44104 0.94210 -0.80965 0.37
H 2.00973 -0.73943 -1.24100 0.21
H -0.18497 0.60841 1.37716 0.51
O -0.90948 0.82681 1.98372 -1.05
H -2.51374 -1.98014 -0.88510 0.22
H -2.44977 -0.10222 -1.11022 0.20
N 2.43956 0.58932 0.07757 -0.84
C 1.37925 0.22316 -0.96138 -0.08
N 0.05236 0.24276 -0.38940 -0.67
C -2.20417 -0.98167 -0.56068 -0.63
H 2.40786 -0.12716 0.80558 0.34
H -0.35834 -1.82097 0.23991 0.19
H -2.51115 -0.68486 0.45896 0.23
H -1.21851 1.69177 2.33965 0.50

=====

So which one wins? Going from most stable to least: 2, 1, 3.

=====

--- 1 ---
7
Properties=species:S:1:pos:R:3:nbo_charge:R:1 method="wB97M-V/def2-TZVPD" total_charge=0 smiles=N.O gap_ev=11.403
H 0.01064 -0.18116 -0.49199 0.35
O -1.44137 1.05700 0.95030 -0.92
H 0.88374 -1.21681 -1.47078 0.36
H -0.52795 0.85907 0.69867 0.46
N 0.91040 -0.73585 -0.59566 -1.08
H -1.57024 0.32336 1.59661 0.47
H 1.73478 -0.10562 -0.68714 0.36

=====

--- 2 ---
7
Properties=species:S:1:pos:R:3:nbo_charge:R:1 method="wB97M-V/def2-TZVPD" total_charge=0 smiles=N.O gap_ev=11.082
H 2.37790 0.22626 0.46701 0.36
H -1.35931 -1.08423 -1.17820 0.47
H 0.91967 0.69395 -0.13872 0.35
N 1.39428 0.37705 0.71271 -1.07
H -2.49797 -0.21965 -0.56128 0.47
H 1.36921 1.15804 1.37607 0.36
O -2.20378 -1.15141 -0.67759 -0.94

=====

So which one wins? Going from most stable to least: 2, 1.

=====

--- 1 ---
17
Properties=species:S:1:pos:R:3:nbo_charge:R:1 method="wB97M-V/def2-TZVPD" total_charge=+1 gap_ev=7.894
N -1.17214 -0.46344 -1.26219 -0.85
H -2.62148 -0.23172 0.24084 0.31
H -1.53766 0.33152 -1.84175 0.41
C -1.53397 -0.57099 0.21583 -0.81
H -0.47318 2.72235 0.67625 0.58
O -0.46637 0.05923 2.84136 -1.06
C 2.43631 0.30514 -0.97216 -0.21
C 1.42736 -0.51115 -0.65327 -0.56
H 0.48004 -0.33004 -0.91704 0.23
O -0.17663 1.82889 0.83272 -1.14
H -1.76976 -1.54104 0.45662 0.26
H 2.25170 1.36179 -1.27529 0.20
H 1.49983 -1.55705 -0.41131 0.21
Si -0.32195 0.31281 1.26016 2.27
H -0.41968 -0.72914 3.33442 0.54
H 3.50284 0.34496 -0.80203 0.23
H -1.10527 -1.33212 -1.72314 0.39

=====

--- 2 ---
17
Properties=species:S:1:pos:R:3:nbo_charge:R:1 method="wB97M-V/def2-TZVPD" total_charge=+1 smiles="C=C[Si](O)(O)C[NH3+]" gap_ev=10.757
H 1.71936 0.78731 -2.84209 0.20
H -2.18527 0.61939 1.20051 0.23
O -0.23812 1.95615 -0.88076 -1.10
H 0.78402 -1.75603 -1.43620 0.24
H -1.61455 -0.78882 3.03488 0.43
H -0.19344 -0.03716 2.50651 0.46
O 1.05894 0.70574 1.01247 -1.14
C 1.57937 -0.26223 -2.63645 -0.27
C 0.88314 -0.69204 -1.59021 -0.75
N -0.93552 -0.71094 2.26901 -0.68
H -0.48968 -1.62057 2.12012 0.44
H 1.79160 1.31851 1.04893 0.53
C -1.55736 -0.24213 1.00659 -0.61
H -0.67518 2.18919 -1.69419 0.53
H -2.14543 -1.03372 0.55642 0.22
H 2.04541 -0.93816 -3.33359 0.22
Si 0.17273 0.50553 -0.34195 2.05

=====

So which one wins? Going from most stable to least: 2, 1.